(1)
Entry from the Open Molecules 2025 dataset: a molecular structure, C52H52BClF3IN3O13S (ωB97M-V/def2-TZVPD).

Output
charge: +1
LUMO: -0.1919 Eh
highest occupied orbital energy: -11.047 eV

Cartesian coordinates (Å):
C 1.7054 5.6110 2.6704
C 1.0308 4.3653 2.4654
C -0.0092 3.0814 2.1231
C -1.3964 3.5075 2.8784
O -2.3977 2.7504 3.3031
N -1.6527 5.0252 3.0278
C -2.1762 5.3332 4.4381
O -3.4962 5.6321 4.5841
F -1.2068 5.3460 5.5705
C 0.7426 1.9137 2.9726
S -0.1629 0.4355 3.5917
I 1.2924 2.8616 4.9429
O 2.0468 1.7228 2.3543
C 2.0171 1.3332 0.9547
F 1.5286 -0.0962 0.9366
C 3.6242 1.2008 0.5475
C 4.1447 -0.3752 0.7615
C 5.7838 -0.5305 0.5754
O 6.3302 -0.7937 1.9144
C 1.1373 2.3276 -0.0555
B 0.9096 1.3864 -1.4090
O 1.8938 0.3562 -1.9108
O -0.1619 1.5032 -2.4311
C 2.0839 3.5767 -0.6681
O 1.7862 3.8897 -1.9619
N 3.1652 4.3065 0.0338
C 3.3644 5.7471 -0.2564
O 3.0812 6.4789 -1.3288
F 4.0988 6.5228 0.8195
N -0.1413 2.8502 0.6066
Cl -1.2461 1.4583 0.5433
C -0.9630 3.8339 -0.1476
C -0.6185 5.3875 -0.2883
C -1.9080 6.4405 -0.0988
C -3.2482 5.9809 -0.9284
C -4.4818 5.4316 0.0024
C -5.6336 4.6944 -0.9213
C -5.7796 3.0978 -0.5735
C -6.1644 2.7850 0.9970
C -6.8016 1.2886 1.2464
C -5.9787 0.0718 0.5183
O -4.5261 0.1044 0.7824
C -4.2137 -0.1686 2.1943
H 1.9637 6.7711 2.5615
H -2.5248 5.1512 2.4294
H -0.3773 -0.5584 2.6158
H 4.2915 1.8953 1.2528
H 3.8514 1.4407 -0.5736
H 3.6715 -0.9702 -0.1590
H 3.8313 -0.8191 1.7990
H 6.2851 0.3535 -0.0040
H 5.9414 -1.5174 -0.0662
H 7.2000 -1.2895 1.8650
H 1.5072 -0.5592 -1.7729
H -0.1547 2.4051 -2.8678
H 4.0766 3.8291 -0.2401
H -2.0775 3.7780 0.2936
H -1.2002 3.4788 -1.2674
H -0.2907 5.5941 -1.4221
H 0.2390 5.8566 0.3371
H -2.0905 6.7425 1.0160
H -1.5310 7.4392 -0.6362
H -2.9375 5.1202 -1.6577
H -3.6282 6.8851 -1.5936
H -4.0908 4.6604 0.8062
H -4.9882 6.3870 0.4949
H -5.4274 4.8702 -2.0840
H -6.6941 5.1870 -0.6808
H -6.6378 2.6156 -1.2376
H -4.7812 2.5281 -0.8512
H -5.1734 2.8720 1.6260
H -6.9146 3.5979 1.4007
H -6.8186 1.0828 2.4186
H -7.9241 1.2536 0.8882
H -6.3715 -0.9631 0.9273
H -6.2118 0.0984 -0.6294
H -4.1063 0.8475 2.7764
H -3.1552 -0.7048 2.2870
H -4.9991 -0.8491 2.7398
C -3.6069 -2.5134 2.5654
C -2.3122 -2.9779 2.7957
C -2.0738 -4.3474 2.9218
C -3.1358 -5.2553 2.8294
C -4.4337 -4.7891 2.6238
C -4.6684 -3.4154 2.4799
C -5.5682 -5.7338 2.5743
O -6.7081 -5.3254 2.3901
C -5.3102 -7.1759 2.7585
C -6.3832 -8.0767 2.7717
C -6.1468 -9.4438 2.9320
C -4.8415 -9.9150 3.0699
C -3.7712 -9.0193 3.0628
C -4.0073 -7.6459 2.9165
C -2.8716 -6.7032 2.9462
O -1.7245 -7.1160 3.0720
H -3.7914 -1.4467 2.4580
H -1.4868 -2.2739 2.8750
H -1.0597 -4.7031 3.0962
H -5.6771 -3.0451 2.3055
H -7.4051 -7.7174 2.6615
H -6.9818 -10.1409 2.9472
H -4.6566 -10.9805 3.1875
H -2.7553 -9.3940 3.1758
C 10.8877 -3.5839 -5.4992
C 10.7842 -3.1379 -4.1818
C 9.5320 -2.8407 -3.6416
C 8.3798 -2.9782 -4.4253
C 8.4858 -3.4005 -5.7499
C 9.7417 -3.7153 -6.2848
C 7.2825 -3.5016 -6.6007
O 7.3742 -3.8759 -7.7633
C 5.9691 -3.1369 -6.0331
C 4.8280 -3.1727 -6.8452
C 3.5799 -2.8422 -6.3129
C 3.4665 -2.4852 -4.9695
C 4.6023 -2.4433 -4.1597
C 5.8576 -2.7605 -4.6955
C 7.0579 -2.6786 -3.8399
O 6.9597 -2.3605 -2.6604
H 11.8627 -3.8244 -5.9174
H 11.6786 -3.0234 -3.5735
H 9.4583 -2.4980 -2.6108
H 9.8308 -4.0587 -7.3140
H 4.9074 -3.4534 -7.8943
H 2.6960 -2.8655 -6.9466
H 2.4934 -2.2347 -4.5528
H 4.5067 -2.1590 -3.1130

Forces on the atoms, in the same order (eV/Å):
C -5.905 -8.257 -2.549
C 3.608 9.242 -0.153
C 2.262 2.984 3.425
C -6.107 -1.890 2.024
O 6.971 3.756 -3.006
N -0.862 -1.457 2.270
C -6.588 1.439 0.809
O 10.101 -1.966 -0.538
F -3.144 -0.191 -4.304
C 0.753 0.000 -0.601
S -0.045 -0.570 -0.075
I -0.598 -0.970 -0.801
O -1.849 -0.431 -1.922
C 2.080 -1.022 1.110
F -0.052 3.428 -0.384
C 0.806 -0.607 0.502
C 0.244 0.267 -1.310
C -0.707 -1.620 -0.376
O 0.776 0.044 -1.287
C 3.054 -0.455 0.150
B -0.343 -2.012 -5.021
O -2.674 1.283 2.822
O 2.164 1.745 2.219
C -1.705 2.339 -7.008
O 1.522 -2.314 8.363
N 0.606 0.454 -1.098
C -0.431 5.630 -5.227
O 1.551 -5.626 7.818
F -2.273 -3.292 -2.829
N -0.423 -1.414 0.429
Cl -0.128 -0.781 0.115
C -3.824 2.727 -2.222
C 0.506 2.326 -1.324
C 0.474 0.616 -0.950
C -0.084 -0.246 0.145
C -0.284 0.633 -0.817
C -0.741 -0.091 0.300
C -0.338 -0.473 -0.228
C 0.462 0.014 -0.085
C 0.120 -0.027 0.472
C -1.255 -0.170 0.453
O -0.971 -0.531 1.214
C -0.434 5.652 -0.020
H -0.388 -3.240 0.497
H 1.103 0.000 1.149
H 0.637 1.578 0.227
H -1.828 -1.347 -1.450
H -0.743 -0.297 1.997
H 0.867 1.166 2.348
H 0.620 0.929 -2.141
H -0.907 -1.408 1.288
H -0.303 2.215 1.100
H -1.601 0.969 -0.265
H 0.656 1.457 -0.348
H -0.068 -1.402 0.810
H -1.214 0.572 0.914
H 2.625 0.003 -0.504
H 1.139 0.101 2.801
H -0.602 -0.738 2.540
H -1.453 -1.385 -0.812
H 0.198 -0.803 -2.071
H -0.648 -2.213 1.338
H -0.599 1.569 1.142
H 0.754 -1.980 1.449
H -0.791 1.633 -1.376
H 1.268 -2.227 -0.627
H -0.358 -0.471 2.586
H 2.358 -1.002 -0.567
H 1.803 1.145 1.214
H -1.930 1.092 0.587
H -1.961 -0.176 -1.051
H 1.449 -1.624 -0.817
H 0.022 0.503 -2.468
H 2.277 0.029 0.585
H 0.561 2.019 -0.811
H 1.037 -0.010 2.156
H -0.536 -1.619 -0.961
H -1.064 4.516 -1.213
H 0.833 2.050 -1.219
C 0.167 -3.611 0.481
C -0.457 -0.830 -0.076
C 0.226 0.356 0.000
C 0.156 0.699 -0.006
C 0.122 0.604 -0.065
C 0.604 -0.120 0.121
C -1.426 0.273 -0.211
O 0.715 -0.155 0.099
C -0.255 -0.580 0.068
C 0.037 -0.328 0.035
C 0.046 0.400 -0.048
C 0.200 0.316 -0.016
C -0.228 -0.188 0.013
C -0.178 -0.580 0.031
C 1.412 -0.676 0.185
O -0.720 0.336 -0.090
H 0.070 -5.950 0.905
H 0.018 -0.105 0.023
H -0.309 -0.143 -0.041
H 0.056 -0.249 0.064
H 0.327 0.073 -0.001
H 0.152 0.157 -0.010
H -0.017 0.215 -0.021
H -0.200 0.266 -0.027
C -0.343 0.009 -0.104
C -0.373 0.046 0.051
C 0.312 -0.065 -0.109
C 0.563 -0.008 0.073
C 0.626 -0.062 0.051
C 0.225 0.043 0.170
C 0.242 -0.502 -1.487
O -0.107 0.264 0.784
C -0.721 0.120 -0.056
C -0.309 0.082 0.129
C 0.380 -0.077 -0.048
C 0.391 -0.017 0.139
C -0.277 -0.003 -0.245
C -0.636 0.070 -0.041
C 0.009 0.322 1.249
O -0.019 -0.098 -0.505
H -0.202 0.042 0.065
H -0.183 -0.028 -0.103
H -0.150 -0.099 -0.277
H -0.201 0.114 0.235
H 0.163 0.030 0.297
H 0.189 -0.012 0.106
H 0.175 -0.043 -0.080
H 0.217 -0.083 -0.237

***

(2)
Entry from the Open Molecules 2025 dataset: C23H27N3O5S in the gas phase (ωB97M-V/def2-TZVPD).

Output
energy relative to the best compared isomer or geometry (same formula, charge and spin): 50.26 kcal/mol
LUMO: 0.0182 Eh
highest occupied orbital energy: -8.734 eV

Cartesian coordinates (Å):
C 6.0516 0.7141 0.9711
C 4.7661 1.4190 0.6786
C 4.6328 2.7829 0.9088
C 3.4507 3.4478 0.6406
C 2.3659 2.7532 0.1333
C 2.4715 1.3950 -0.0970
C 3.6621 0.7300 0.1736
N 3.7254 -0.6680 -0.0570
C 3.5110 -1.2348 -1.3732
C 3.1354 -2.7002 -1.0917
C 1.6120 -2.8459 -1.0480
O 1.0112 -3.4877 -1.8783
N 1.0361 -2.1487 -0.0296
C -0.3185 -1.9571 0.2500
C -0.6384 -1.0911 1.2971
C -1.9594 -0.8374 1.6061
C -2.9585 -1.4414 0.8690
S -4.6677 -1.1321 1.3061
O -4.7467 0.0261 2.1494
O -5.1974 -2.3739 1.7875
N -5.5273 -0.7870 -0.0798
C -5.5769 0.5670 -0.5603
C -4.3508 0.9775 -1.3960
C -4.3956 2.4655 -1.7662
C -3.7462 3.1329 -0.5478
C -2.9768 1.9852 0.1363
O -3.1543 0.8243 -0.6639
C -2.6549 -2.3231 -0.1481
C -1.3350 -2.5825 -0.4685
C 3.8120 -2.9709 0.2537
C 3.9173 -1.5994 0.9112
O 4.1017 -1.3748 2.0851
H 5.9366 0.0977 1.8629
H 6.8519 1.4289 1.1419
H 6.3320 0.0578 0.1481
H 5.4765 3.3303 1.3029
H 3.3749 4.5083 0.8278
H 1.4378 3.2635 -0.0746
H 1.6223 0.8446 -0.4778
H 2.7287 -0.6958 -1.9125
H 4.4348 -1.1724 -1.9628
H 3.4898 -3.3633 -1.8821
H 1.6537 -1.6641 0.6086
H 0.1524 -0.6204 1.8649
H -2.2327 -0.1723 2.4089
H -5.4285 -1.4973 -0.7863
H -5.6384 1.1848 0.3363
H -6.4871 0.6988 -1.1532
H -4.2669 0.3204 -2.2690
H -3.7989 2.6376 -2.6619
H -5.4100 2.8126 -1.9465
H -4.5007 3.5380 0.1241
H -3.0806 3.9419 -0.8420
H -1.9009 2.1656 0.1921
H -3.3593 1.7983 1.1457
H -3.4492 -2.8163 -0.6865
H -1.0839 -3.2602 -1.2672
H 3.2661 -3.6668 0.8895
H 4.8212 -3.3648 0.1167

Forces on the atoms, in the same order (eV/Å):
C 0.006 -0.047 0.125
C -0.062 -0.079 -0.072
C -0.046 -0.010 -0.014
C -0.020 0.048 0.012
C -0.060 0.039 -0.025
C 0.078 -0.053 0.012
C 0.018 0.342 0.194
N -0.126 0.190 -0.210
C 0.175 -0.046 -0.448
C -0.065 -0.120 -0.118
C 0.637 0.024 -0.056
O -0.177 -0.127 -0.163
N 0.092 0.194 0.397
C -0.428 0.060 0.018
C -0.044 -0.114 -0.110
C -0.035 0.012 0.053
C -0.539 0.035 0.273
S -0.357 -0.589 -0.110
O 0.222 0.208 -0.212
O 0.157 -0.097 -0.259
N 0.492 -0.313 0.771
C 0.460 0.515 -0.242
C -0.439 0.133 -0.205
C 0.093 -0.279 -0.013
C 0.060 -0.090 0.053
C 0.180 0.249 0.251
O -0.049 0.014 -0.191
C 0.033 0.046 0.132
C -0.016 -0.093 -0.132
C 0.032 -0.034 0.018
C 0.079 -0.435 0.181
O -0.006 0.024 0.252
H 0.066 -0.034 -0.003
H 0.070 0.032 -0.039
H 0.075 -0.052 -0.038
H 0.095 0.041 0.035
H -0.004 0.096 0.016
H -0.082 0.046 -0.021
H -0.078 -0.093 -0.044
H 0.058 -0.034 0.046
H -0.127 -0.002 -0.014
H -0.135 0.098 0.085
H -0.085 -0.082 -0.173
H 0.083 0.058 0.071
H 0.051 0.126 0.111
H -0.055 -0.268 -0.049
H -0.146 0.215 -0.155
H 0.043 0.018 0.098
H -0.041 0.064 0.039
H -0.061 -0.009 -0.019
H -0.061 0.061 -0.074
H 0.015 0.061 0.025
H -0.042 0.043 0.028
H -0.077 0.020 0.050
H 0.077 0.046 -0.070
H -0.036 -0.119 -0.137
H -0.016 -0.006 0.004
H 0.060 0.058 0.050
H 0.007 0.010 0.018

***

(3)
Entry from the Open Molecules 2025 dataset: C5H8O2 in the gas phase (ωB97M-V/def2-TZVPD).

Output
energy relative to the best compared isomer or geometry (same formula, charge and spin): 78.93 kcal/mol
LUMO: 0.0137 Eh
highest occupied orbital energy: -8.995 eV

Cartesian coordinates (Å):
C 1.9318 -1.3373 -0.7046
C 0.9593 -0.1757 -0.5180
C -0.4118 -0.6602 -0.0309
C -1.4164 0.4195 0.2135
O -0.9425 1.5044 0.7237
C -2.4154 1.7838 0.9133
O -2.9213 1.7255 1.9932
H 2.1157 -1.8545 0.2441
H 2.8958 -0.9881 -1.0879
H 1.5360 -2.0728 -1.4147
H 0.8322 0.3556 -1.4696
H 1.3641 0.5512 0.1944
H -0.8390 -1.4060 -0.7094
H -0.3125 -1.1592 0.9482
H -2.7657 2.2991 0.0183

Forces on the atoms, in the same order (eV/Å):
C 0.036 -0.054 0.006
C 0.014 0.102 0.010
C -0.075 -0.034 -0.052
C 0.493 -0.124 -0.013
O -0.194 -0.253 -0.106
C -0.496 0.318 0.457
O 0.331 0.019 -0.474
H -0.033 0.072 -0.132
H -0.143 -0.043 0.059
H 0.057 0.108 0.103
H 0.011 -0.066 0.136
H -0.048 -0.113 -0.102
H 0.046 0.116 0.093
H -0.038 0.047 -0.094
H 0.039 -0.095 0.110

***

(4)
Entry from the Open Molecules 2025 dataset: 2 unconnected molecules or ions with the total composition C4H9N2S (ωB97M-V/def2-TZVPD).

Output
charge: +1
energy relative to the best compared isomer or geometry (same formula, charge and spin): 107.04 kcal/mol
LUMO (spin up / spin down): -0.1856 / -0.1856 Eh
highest occupied orbital energy (spin up / spin down): -12.752 / -12.751 eV

Cartesian coordinates (Å):
C -3.1523 -0.1836 -1.1578
C -0.9746 0.4555 -0.0672
C 2.3302 -0.9281 0.2028
C 1.4890 0.4013 -0.0716
N 0.1517 0.1501 -0.6393
N -1.2418 0.9758 1.1343
S -4.2805 -0.1920 -0.1421
H -2.7647 -0.5407 -2.1601
H 2.4683 -0.9785 1.2804
H 1.7045 -1.7691 -0.2228
H 3.3934 -0.9744 -0.1426
H 1.3631 1.1058 0.8341
H 2.0689 0.9716 -0.7450
H 0.1330 -0.5435 -1.4764
H -2.1129 1.2434 1.4833
H -0.5753 0.8063 1.8899

Forces on the atoms, in the same order (eV/Å):
C 2.422 -0.428 -0.173
C -3.629 -0.401 -0.996
C -0.966 0.368 0.083
C 0.956 -0.117 1.677
N 0.589 -1.523 -0.592
N 3.547 -1.251 -0.725
S -0.074 0.178 -0.205
H -0.663 0.781 1.371
H -0.463 -0.652 0.122
H 1.087 0.581 0.772
H -1.186 0.439 -0.462
H 0.187 -1.444 -1.235
H 0.230 0.817 -1.084
H -0.164 2.015 1.893
H -1.861 0.217 -0.200
H -0.012 0.419 -0.246

***

(5)
Entry from the Open Molecules 2025 dataset: 2 unconnected molecules or ions with the total composition C2H2N2OS (ωB97M-V/def2-TZVPD).

Output
energy relative to the best compared isomer or geometry (same formula, charge and spin): 6.11 kcal/mol
LUMO: 0.0211 Eh
highest occupied orbital energy: -9.886 eV

Cartesian coordinates (Å):
N -0.1333 0.3898 -0.5593
C -0.9874 -0.4024 -0.2249
N -1.7272 -1.3174 0.1286
H 0.3497 0.8961 -1.2823
H -2.6551 -1.2742 0.5037
O 3.0686 2.0451 0.3557
C 3.3231 0.9412 0.1498
S 3.4513 -0.5309 -0.2357

Forces on the atoms, in the same order (eV/Å):
N -0.522 -0.659 1.103
C 0.254 0.367 -0.895
N 0.979 0.419 -0.234
H -0.673 -0.478 0.037
H -0.033 0.366 -0.012
O 0.425 0.428 0.338
C -0.995 1.329 -0.075
S 0.565 -1.772 -0.260

***

(6)
Entry from the Open Molecules 2025 dataset: 9 unconnected molecules or ions with the total composition H16NO11 (ωB97M-V/def2-TZVPD).

Output
charge: -1
energy relative to the best compared isomer or geometry (same formula, charge and spin): 40.14 kcal/mol
LUMO: 0.0905 Eh
highest occupied orbital energy: -7.091 eV

Cartesian coordinates (Å):
N 1.3408 -0.1457 -0.6165
O 0.2928 0.5793 -0.7155
O 2.0098 -0.1877 0.4845
O 1.4138 -1.1827 -1.2635
O -1.1582 3.7813 -0.3225
H -2.0362 3.5703 -0.0375
H -1.1362 3.1873 -1.0845
O -0.8392 -0.3347 -3.2075
H -1.0702 0.5763 -3.1015
H -0.2192 -0.4927 -2.4805
O -1.6192 0.3163 1.4545
H -2.3742 0.8173 1.7665
H -1.1802 0.8043 0.7995
O 0.2488 2.4493 1.8005
H -0.3862 2.8433 1.2095
H 0.8628 1.9423 1.3025
O -2.3952 -1.1307 -1.3015
H -2.1022 -0.6607 -0.5515
H -1.8482 -0.8477 -2.0225
O 1.6648 -2.7727 1.4555
H 1.7978 -1.9357 0.9295
H 0.7188 -2.8457 1.2315
O 2.3448 0.2983 3.2015
H 2.4408 1.2133 3.3915
H 2.2628 0.1513 2.2625
O -0.0632 -3.4047 -1.5865
H 0.3828 -2.5937 -1.6995
H 0.6468 -3.9957 -1.2975

Forces on the atoms, in the same order (eV/Å):
N -2.669 -2.513 4.490
O 2.021 0.662 -0.639
O 0.000 2.168 -1.778
O 0.734 0.456 -2.478
O 0.080 -0.292 -0.686
H -1.050 0.244 0.734
H 0.745 0.058 -0.145
O 0.453 -0.606 -0.735
H -0.105 0.888 0.027
H 0.465 0.086 -0.067
O -1.412 -1.729 1.262
H 0.083 0.167 -0.044
H 1.228 1.222 -1.214
O -0.334 0.840 1.737
H 0.203 0.221 -0.662
H 0.592 -0.805 -0.942
O -1.746 -1.082 -0.110
H 0.545 0.674 1.621
H 0.251 0.008 -0.813
O -0.920 1.039 -1.194
H 0.728 -0.797 0.822
H 0.239 -0.559 0.456
O 0.201 -1.341 1.012
H -0.044 1.108 -0.223
H -0.150 0.312 -0.488
O -0.548 -2.202 0.224
H 0.664 1.648 -0.155
H -0.254 0.124 -0.013

***

no.,F_max (eV Å⁻¹)
1,10.5
2,1.0
3,0.7
4,3.8
5,1.9
6,5.8